146
Properties=species:S:1:pos:R:3 method="wB97M-V/def2-TZVPD" homo_lumo_gap_ev=8.38 largest_force_ev_per_a=5.6 total_charge=0 lumo_energy_ev=0.5 relative_energy_kcal_mol=137.57 energy_ev=-60056.989 smiles="CCN(CC)CC.CCN(CC)CC.CCN(CC)CC.CCN(CC)CC.CCN(CC)CC.CNC(C)=O.CNC(C)=O.CNC(C)=O"
C 1.317 8.103 0.933
C 1.238 7.642 -0.517
N 2.381 8.212 -1.307
C 2.587 9.586 -1.068
C 1.502 10.529 -1.643
C 2.111 7.928 -2.729
C 2.607 6.527 -3.066
H 0.812 9.065 1.017
H 2.353 8.094 1.270
H 0.776 7.479 1.645
H 1.383 6.569 -0.393
H 0.268 7.782 -0.994
H 2.743 9.864 -0.025
H 3.511 9.898 -1.554
H 0.857 10.070 -2.393
H 0.908 11.043 -0.887
H 2.030 11.207 -2.314
H 2.789 8.571 -3.290
H 1.124 8.235 -3.073
H 1.929 5.784 -2.646
H 3.650 6.273 -2.882
H 2.416 6.598 -4.137
C 0.326 -2.601 -2.682
C -0.309 -2.751 -1.270
N 0.526 -2.180 -0.211
C -0.229 -1.658 0.912
C -0.949 -0.291 0.610
C 1.674 -2.972 0.146
C 1.455 -4.254 0.974
H 1.114 -3.340 -2.825
H 0.948 -1.723 -2.855
H -0.416 -2.533 -3.478
H -1.222 -2.190 -1.474
H -0.538 -3.748 -0.893
H -0.894 -2.406 1.343
H 0.517 -1.593 1.705
H -1.030 0.160 1.599
H -0.497 0.559 0.099
H -1.915 -0.546 0.174
H 2.318 -2.278 0.686
H 2.180 -3.290 -0.765
H 1.236 -4.073 2.027
H 2.327 -4.908 0.978
H 0.598 -4.777 0.549
C -4.718 -2.828 6.832
C -4.475 -4.357 6.673
N -5.533 -5.020 5.890
C -5.302 -4.873 4.452
C -4.348 -5.887 4.018
C -6.940 -4.960 6.400
C -7.065 -5.500 7.756
H -4.369 -2.069 6.132
H -4.138 -2.482 7.687
H -5.778 -2.629 6.990
H -3.498 -4.579 6.244
H -4.546 -5.008 7.544
H -6.278 -5.137 4.045
H -4.978 -3.854 4.241
H -4.724 -6.853 4.354
H -4.134 -5.970 2.952
H -3.392 -5.961 4.536
H -7.421 -5.715 5.778
H -7.307 -3.937 6.316
H -8.101 -5.649 8.062
H -6.481 -4.891 8.445
H -6.635 -6.501 7.763
C -1.201 4.701 7.419
C -1.170 4.163 8.832
N 0.167 3.737 9.246
C 0.338 2.359 9.156
C 0.528 1.813 7.688
C 0.442 4.101 10.662
C 1.934 4.464 10.834
H -0.835 3.998 6.672
H -0.627 5.597 7.182
H -2.208 5.026 7.157
H -1.478 5.062 9.366
H -1.918 3.375 8.917
H -0.453 1.736 9.574
H 1.308 2.163 9.613
H -0.451 1.503 7.322
H 1.223 0.976 7.619
H 1.139 2.555 7.176
H -0.146 4.950 11.011
H 0.191 3.246 11.290
H 2.674 3.665 10.790
H 2.304 5.094 10.025
H 2.101 4.994 11.771
C -3.851 0.993 -8.855
C -3.629 1.651 -10.240
N -4.846 1.620 -11.060
C -4.831 0.461 -12.026
C -6.308 0.318 -12.646
C -5.189 2.908 -11.683
C -5.465 4.100 -10.792
H -3.824 -0.096 -8.896
H -4.882 1.118 -8.524
H -3.050 1.306 -8.185
H -3.257 2.651 -10.014
H -2.791 1.181 -10.754
H -4.054 0.709 -12.749
H -4.331 -0.411 -11.605
H -6.493 0.927 -13.530
H -6.372 -0.707 -13.011
H -7.078 0.328 -11.875
H -6.097 2.728 -12.259
H -4.513 3.052 -12.526
H -5.815 4.927 -11.411
H -4.685 4.443 -10.112
H -6.308 3.761 -10.190
C 0.459 -5.783 -9.019
N 0.784 -6.896 -8.210
C 1.841 -7.050 -7.456
C 1.856 -8.156 -6.436
O 2.822 -6.277 -7.417
H -0.121 -6.176 -9.855
H 1.393 -5.469 -9.486
H 0.017 -4.904 -8.551
H 0.258 -7.755 -8.288
H 0.920 -8.194 -5.880
H 2.563 -8.244 -5.611
H 1.827 -9.172 -6.829
C 5.871 -1.792 -4.494
N 6.374 -3.134 -4.580
C 7.355 -3.496 -3.772
C 7.935 -4.861 -3.944
O 7.773 -2.850 -2.807
H 6.702 -1.093 -4.586
H 5.462 -1.717 -3.487
H 5.141 -1.431 -5.219
H 5.796 -3.811 -5.057
H 7.444 -5.277 -4.824
H 7.604 -5.435 -3.079
H 9.016 -5.000 -3.975
C 6.796 -2.075 9.242
N 7.040 -1.594 7.824
C 6.210 -1.977 6.786
C 6.271 -1.215 5.480
O 5.428 -2.958 6.813
H 5.905 -2.684 9.396
H 6.720 -1.172 9.847
H 7.591 -2.726 9.607
H 7.752 -0.911 7.607
H 6.293 -1.828 4.578
H 7.047 -0.450 5.429
H 5.318 -0.687 5.469